Density functional theory data (the ωB97M-V functional and the def2-TZVPD basis) for a 9-piece molecular cluster, C40H103N5O14 overall at a distorted geometry.

Positions of all 162 atoms, in Å:
1 C 2.8467 -2.6057 0.1537
2 O 2.1763 -3.5268 -0.6609
3 C 2.1740 -3.1493 -2.0156
4 C 1.9922 -4.4178 -2.8924
5 N 3.1558 -5.2020 -2.8568
6 C 3.1058 -6.4417 -3.6349
7 C 4.3105 -7.2838 -3.4923
8 O 4.4375 -7.6554 -2.1445
9 C 5.4338 -8.5435 -1.9583
10 H 2.6865 -1.5818 -0.1743
11 H 3.9378 -2.8131 0.1693
12 H 2.4567 -2.8083 1.1689
13 H 3.1229 -2.7169 -2.2443
14 H 1.3861 -2.3813 -2.2104
15 H 1.8083 -4.0482 -3.9306
16 H 1.0778 -5.0355 -2.6719
17 H 3.4296 -5.3878 -1.8471
18 H 2.9103 -6.1598 -4.7137
19 H 2.1965 -6.9837 -3.3758
20 H 5.2491 -6.6636 -3.7017
21 H 4.2533 -8.1607 -4.1150
22 H 6.3483 -8.3081 -2.5364
23 H 5.0917 -9.5620 -2.1793
24 H 5.6872 -8.6241 -0.8998
25 C -2.5976 8.9819 -1.7621
26 O -2.3343 7.8995 -2.6389
27 C -0.9355 7.8177 -2.8304
28 C -0.6856 6.5464 -3.6523
29 N -1.3259 5.4035 -2.9948
30 C -0.8171 5.1376 -1.6725
31 C -1.2576 3.8386 -1.1585
32 O -2.6063 3.4889 -0.9344
33 C -3.2426 4.3118 0.0923
34 H -2.1746 8.8700 -0.7319
35 H -3.6984 9.0961 -1.7072
36 H -2.0922 9.8849 -2.0896
37 H -0.4009 7.8519 -1.8613
38 H -0.5415 8.6714 -3.3937
39 H 0.3977 6.4066 -3.6034
40 H -0.9962 6.7267 -4.6560
41 H -2.2895 5.6874 -2.9279
42 H -0.9570 5.9450 -0.9344
43 H 0.3038 5.1088 -1.8182
44 H -0.7359 3.6453 -0.2049
45 H -0.7608 3.0638 -1.8046
46 H -3.6259 5.2472 -0.3121
47 H -2.4911 4.5972 0.8014
48 H -3.9956 3.6839 0.5529
49 C -1.0462 -0.5022 -3.1798
50 O -0.7183 -1.8065 -2.7688
51 C -1.6441 -2.8391 -3.1293
52 C -3.0675 -2.7047 -2.6922
53 N -3.3199 -2.6782 -1.2507
54 C -4.6281 -2.2063 -0.8769
55 C -4.8038 -0.7410 -0.6231
56 O -4.6354 -0.0358 -1.8543
57 C -4.7408 1.3676 -1.5873
58 H -1.0913 -0.4020 -4.2651
59 H -0.2086 0.1452 -2.8738
60 H -2.0171 -0.1994 -2.7272
61 H -1.1918 -3.7224 -2.6905
62 H -1.6347 -2.9622 -4.2128
63 H -3.6009 -3.5508 -3.1869
64 H -3.4680 -1.8143 -3.2367
65 H -2.5906 -2.1961 -0.7257
66 H -4.9212 -2.7086 0.0316
67 H -5.3360 -2.3998 -1.6994
68 H -4.1678 -0.3453 0.1350
69 H -5.8448 -0.6408 -0.2407
70 H -4.0586 1.6092 -0.8191
71 H -5.7802 1.7189 -1.2831
72 H -4.3460 1.9179 -2.4501
73 C 1.4443 2.4989 2.7313
74 O 1.8790 3.8458 2.6079
75 C 0.7721 4.7526 2.7899
76 C 1.3280 6.1350 2.4294
77 N 1.7666 6.2107 1.0082
78 C 2.3468 7.5548 0.6839
79 C 2.6827 7.4852 -0.7801
80 O 3.7889 6.6541 -1.0197
81 C 4.1860 6.7330 -2.3334
82 H 0.8483 2.4485 3.6721
83 H 2.3232 1.8810 2.6669
84 H 0.7820 2.2137 1.9107
85 H 0.5595 4.7331 3.8424
86 H -0.0797 4.5357 2.1375
87 H 2.1952 6.3510 3.0848
88 H 0.5889 6.9274 2.5650
89 H 2.5158 5.5398 0.8444
90 H 3.2348 7.7133 1.3791
91 H 1.5129 8.3249 0.8291
92 H 2.9820 8.4523 -1.1883
93 H 1.7888 7.1531 -1.3362
94 H 5.0429 6.0493 -2.5415
95 H 4.4598 7.7958 -2.5556
96 H 3.3594 6.3915 -2.9728
97 C 0.4343 -5.1843 2.2079
98 O 0.0651 -4.2296 1.2469
99 C -0.3186 -4.7997 -0.0222
100 C -1.5422 -5.7016 -0.0245
101 N -2.8032 -5.1669 0.5128
102 C -2.9233 -5.0299 1.9749
103 C -4.4369 -5.0401 2.3695
104 O -4.6361 -4.7401 3.7445
105 C -4.4339 -5.8563 4.5629
106 H 1.4296 -5.5236 1.9594
107 H -0.2152 -6.0791 2.2934
108 H 0.5611 -4.6875 3.1932
109 H 0.5284 -5.3748 -0.4622
110 H -0.5171 -3.8686 -0.5335
111 H -1.2876 -6.6337 0.4584
112 H -1.7532 -5.8764 -1.0705
113 H -2.9380 -4.2775 0.0762
114 H -2.4665 -4.1382 2.3841
115 H -2.4791 -5.8687 2.5131
116 H -4.7937 -6.0137 2.1353
117 H -5.0603 -4.3122 1.8337
118 H -4.6897 -5.5096 5.5476
119 H -3.3692 -6.1877 4.7540
120 H -5.1907 -6.6311 4.2936
121 C 4.1019 -2.3526 4.7078
122 C 4.0370 -0.9141 4.2658
123 C 4.2348 -0.6894 2.8174
124 O 2.7509 -0.3536 4.5682
125 H 3.3335 -2.9102 4.1897
126 H 3.8556 -2.4278 5.7605
127 H 5.0248 -2.8375 4.4489
128 H 4.7217 -0.3013 4.8486
129 H 4.3115 0.4016 2.6549
130 H 3.4633 -1.0780 2.1700
131 H 5.1680 -1.1281 2.3911
132 H 2.6187 -0.4748 5.4968
133 C -0.6710 0.5291 0.1363
134 C -0.2169 -0.8467 0.5797
135 C 0.8112 -0.6879 1.6944
136 O -1.3096 -1.5720 1.0074
137 H -1.4497 0.4469 -0.5772
138 H 0.1717 1.1230 -0.2238
139 H -1.0361 1.1002 1.0173
140 H 0.2076 -1.4408 -0.2733
141 H 1.1875 -1.6767 1.9935
142 H 0.3420 -0.3301 2.5997
143 H 1.6044 0.0112 1.4210
144 H -0.9051 -2.3976 1.3741
145 C -2.9802 -0.0234 4.3760
146 C -3.0396 -1.5050 4.0584
147 O -4.2337 -2.0640 4.5899
148 H -2.1672 0.5546 4.0688
149 H -2.9605 0.1566 5.4580
150 H -3.8449 0.5136 4.0859
151 H -2.1557 -1.9790 4.5538
152 H -3.0493 -1.6297 2.9618
153 H -4.1935 -3.0151 4.4147
154 C 2.4970 3.2681 -1.3654
155 C 1.8909 3.1826 -2.7510
156 O 2.7717 2.4351 -3.5754
157 H 3.3129 4.0191 -1.3290
158 H 2.9969 2.3473 -1.0582
159 H 1.8205 3.5220 -0.5618
160 H 1.7908 4.2305 -3.1792
161 H 0.9094 2.7274 -2.6322
162 H 2.2525 2.2626 -4.3735

Properties
HOMO level = -8.3 eV
ΔE to the lowest compared entry with this formula, charge and spin = 166.5 kJ/mol
Gap between HOMO and LUMO = 8.91 eV
2S+1 = 1